ORCA calculation (ωB97M-V with the def2-TZVPD basis set) on a 10-piece molecular cluster, C28H63BrN11O19 overall in a non-equilibrium geometry.

Kohn-Sham gap   5.74 eV
Total charge   +1
Energy   -5709.25700 Eh

Last column: Löwdin charge in e.
Geometry (Å):
1 C -4.128 0.471 -0.524  -0.09
2 C -4.164 -0.217 -1.969  -0.16
3 N -2.815 -0.551 -2.538  -0.10
4 C -1.903 0.567 -2.984  -0.06
5 C -0.458 0.401 -2.305  -0.26
6 C 0.409 1.721 -2.017  -0.17
7 C -0.486 2.997 -1.607  -0.20
8 C 0.470 4.248 -1.322  -0.35
9 C -0.030 5.588 -2.095  -0.09
10 C 0.787 4.529 0.220  -0.17
11 C -0.474 4.423 1.198  -0.19
12 C -0.075 5.102 2.610  -0.09
13 C -0.113 4.273 3.800  -0.29
14 C -1.589 3.749 4.226  -0.07
15 C 1.173 3.859 4.637  -0.09
16 C -0.630 -0.722 -1.155  -0.64
17 Br -0.798 0.266 0.561  0.82
18 C 0.498 -1.834 -0.956  -0.19
19 C 0.149 -2.949 0.142  -0.12
20 C 1.486 -3.523 0.792  -0.40
21 N 2.516 -2.736 1.480  0.10
22 O 1.667 -4.768 0.687  0.04
23 C -1.918 -1.487 -1.753  -0.09
24 H -3.389 1.335 -0.549  0.05
25 H -5.184 0.851 -0.261  0.07
26 H -3.768 -0.301 0.248  0.07
27 H -4.806 0.416 -2.688  0.13
28 H -4.755 -1.198 -1.840  0.15
29 H -3.065 -1.117 -3.376  0.18
30 H -1.763 0.335 -4.103  0.13
31 H -2.359 1.619 -3.007  0.14
32 H 0.154 -0.126 -3.129  0.14
33 H 0.996 1.976 -2.974  0.13
34 H 1.200 1.587 -1.197  0.11
35 H -1.258 2.782 -0.801  0.07
36 H -1.088 3.267 -2.557  0.10
37 H 1.484 3.998 -1.818  0.13
38 H -1.022 5.978 -1.701  0.07
39 H -0.072 5.319 -3.214  0.08
40 H 0.826 6.352 -2.010  0.09
41 H 1.150 5.623 0.279  0.12
42 H 1.591 3.804 0.559  0.08
43 H -0.601 3.302 1.443  0.08
44 H -1.455 4.814 0.769  0.10
45 H 0.203 6.207 2.712  0.11
46 H -2.345 4.524 3.866  0.08
47 H -1.784 2.803 3.594  0.07
48 H -1.663 3.520 5.337  0.08
49 H 1.350 2.734 4.453  0.09
50 H 1.031 3.968 5.773  0.07
51 H 2.136 4.378 4.295  0.07
52 H 1.497 -1.341 -0.716  0.12
53 H 0.604 -2.374 -1.967  0.12
54 H -0.413 -3.803 -0.371  0.11
55 H -0.525 -2.580 0.991  0.11
56 H 2.285 -2.548 2.462  0.10
57 H 2.769 -1.881 0.972  0.07
58 H -2.421 -2.273 -1.102  0.15
59 H -1.457 -2.142 -2.586  0.13
60 C -8.742 1.918 -2.496  0.06
61 N -7.278 1.888 -2.246  -0.42
62 O -6.892 1.343 -1.225  0.04
63 O -6.565 2.414 -3.086  0.05
64 H -9.247 1.416 -1.673  0.10
65 H -9.043 2.963 -2.555  0.11
66 H -8.925 1.399 -3.436  0.11
67 C 5.113 1.967 1.423  0.04
68 N 3.751 2.548 1.545  -0.42
69 O 3.660 3.667 2.013  0.07
70 O 2.816 1.855 1.165  0.01
71 H 5.836 2.689 1.795  0.07
72 H 5.137 1.055 2.017  0.10
73 H 5.287 1.757 0.368  0.10
74 C 0.893 -3.018 -5.355  0.06
75 N -0.497 -2.501 -5.251  -0.44
76 O -0.686 -1.331 -5.542  0.05
77 O -1.353 -3.287 -4.880  0.06
78 H 1.542 -2.214 -5.694  0.10
79 H 1.190 -3.363 -4.365  0.10
80 H 0.885 -3.837 -6.073  0.11
81 C -1.523 -6.887 -1.881  0.05
82 N -2.885 -6.306 -1.761  -0.44
83 O -2.980 -5.177 -1.296  0.02
84 O -3.812 -6.997 -2.133  0.08
85 H -0.798 -6.164 -1.514  0.08
86 H -1.498 -7.797 -1.281  0.07
87 H -1.351 -7.104 -2.935  0.10
88 C -4.779 5.242 -1.765  0.04
89 N -6.169 5.756 -1.663  -0.44
90 O -6.358 6.922 -1.955  0.08
91 O -7.022 4.966 -1.292  0.05
92 H -4.131 6.048 -2.104  0.09
93 H -4.482 4.899 -0.774  0.10
94 H -4.784 4.422 -2.482  0.08
95 C 7.095 6.193 0.273  0.05
96 N 6.748 4.765 0.062  -0.42
97 O 5.724 4.521 -0.559  0.06
98 O 7.519 3.936 0.528  0.04
99 H 6.330 6.813 -0.189  0.10
100 H 7.133 6.364 1.349  0.09
101 H 8.065 6.369 -0.190  0.11
102 C 9.344 3.817 3.950  0.04
103 N 7.955 4.332 4.058  -0.44
104 O 7.768 5.504 3.781  0.05
105 O 7.100 3.540 4.416  0.06
106 H 9.994 4.626 3.623  0.10
107 H 9.640 3.460 4.936  0.10
108 H 9.339 3.008 3.221  0.10
109 C -1.079 -9.437 2.575  0.04
110 N -1.481 -9.198 1.164  -0.43
111 O -2.669 -9.256 0.900  0.07
112 O -0.586 -8.959 0.368  0.04
113 H -1.971 -9.636 3.165  0.11
114 H -0.414 -10.293 2.585  0.07
115 H -0.574 -8.540 2.929  0.11
116 C 2.189 -12.553 4.318  0.05
117 N 0.799 -12.037 4.416  -0.42
118 O 0.610 -10.865 4.120  0.02
119 O -0.054 -12.822 4.784  0.09
120 H 2.839 -11.748 3.980  0.10
121 H 2.483 -12.895 5.310  0.10
122 H 2.186 -13.373 3.602  0.10

Cartesian forces (eV/Å) of the 3 atoms listed first:
C 0.3 -0.3 -0.3
C -2.5 0.3 1.9
N -0.4 -0.7 0.0